Formula: C46H64BrF24NO19S
Source: the OMol25 dataset
Level of theory: wB97M-V/def2-TZVPD

Last columns: bonded neighbours and bond lengths (Å).
Element x y z (Å)
1 C 2.369 1.046 2.745  C2 1.672, H21 1.174, H22 1.193, H23 1.184
2 C 1.111 0.714 1.694  C1 1.672, O3 1.354, O4 1.471
3 O 0.548 1.767 1.055  C2 1.354
4 O 0.718 -0.692 1.514  C2 1.471, C5 1.471
5 C -0.746 -0.832 1.491  O4 1.471, C6 1.669, H24 1.187, H25 1.194
6 C -1.313 -1.234 -0.027  C5 1.669, C7 1.642, H26 1.192, H27 1.193
7 C -1.525 0.065 -1.009  C6 1.642, C8 1.658, H28 1.171, H29 1.186
8 C -2.905 0.876 -0.573  C7 1.658, C9 1.653, H30 1.171, H31 1.174
9 C -2.963 2.425 -1.146  C8 1.653, C10 1.641, H32 1.183, H33 1.182
10 C -3.846 3.426 -0.192  C9 1.641, C11 1.669, H34 1.193, H35 1.193
11 C -5.437 2.950 -0.025  C10 1.669, C12 1.643, H36 1.178, H37 1.193
12 C -5.915 2.983 1.546  C11 1.643, C13 1.639, H38 1.188, H39 1.193
13 C -6.207 1.515 2.212  C12 1.639, C14 1.640, C19 1.639, H40 1.189
14 C -4.988 0.439 2.423  C13 1.640, O15 1.336, N16 1.523
15 O -3.951 0.431 3.265  C14 1.336
16 N -5.317 -0.669 1.432  C14 1.523, C17 1.542, H41 1.044
17 C -6.827 -0.978 1.449  N16 1.542, Br18 2.020, C19 1.668, H42 1.173
18 Br -7.560 -2.081 -0.076  C17 2.020
19 C -7.420 0.569 1.645  C13 1.639, C17 1.668, S20 1.876, H43 1.193
20 S -8.496 1.160 0.227  C19 1.876, H44 1.432
21 H 3.362 0.736 2.200  C1 1.174
22 H 2.202 0.418 3.745  C1 1.193
23 H 2.287 2.210 2.950  C1 1.184
24 H -1.327 0.101 1.940  C5 1.187
25 H -1.009 -1.735 2.225  C5 1.194
26 H -0.475 -1.952 -0.477  C6 1.192
27 H -2.321 -1.842 0.170  C6 1.193
28 H -0.604 0.784 -1.086  C7 1.171
29 H -1.733 -0.342 -2.103  C7 1.186
30 H -2.931 0.907 0.597  C8 1.171
31 H -3.801 0.305 -1.071  C8 1.174
32 H -3.372 2.452 -2.256  C9 1.183
33 H -1.847 2.815 -1.154  C9 1.182
34 H -3.432 3.505 0.924  C10 1.193
35 H -3.813 4.546 -0.603  C10 1.193
36 H -5.668 1.937 -0.579  C11 1.178
37 H -6.069 3.793 -0.585  C11 1.193
38 H -5.162 3.562 2.261  C12 1.188
39 H -6.932 3.605 1.597  C12 1.193
40 H -6.540 1.772 3.324  C13 1.189
41 H -5.235 -0.320 0.451  N16 1.044
42 H -7.164 -1.485 2.452  C17 1.173
43 H -8.095 0.441 2.620  C19 1.193
44 H -9.636 0.294 0.195  S20 1.432
45 C 2.608 0.974 -1.131  C46 1.517, H54 1.095, H55 1.094, H56 1.094
46 C 4.025 0.949 -1.674  C45 1.517, O47 1.435, H57 1.095, H58 1.096
47 O 4.308 -0.319 -2.284  C46 1.435, C48 1.372
48 C 3.869 -0.479 -3.574  O47 1.372, O49 1.227, C50 1.529
49 O 3.263 0.383 -4.203  C48 1.227
50 C 4.280 -1.849 -4.114  C48 1.529, F51 1.364, F52 1.364, F53 1.363
51 F 4.059 -2.857 -3.222  C50 1.364
52 F 5.607 -1.901 -4.424  C50 1.364
53 F 3.610 -2.196 -5.250  C50 1.363
54 H 2.441 0.133 -0.451  C45 1.095
55 H 2.415 1.908 -0.595  C45 1.094
56 H 1.875 0.880 -1.938  C45 1.094
57 H 4.735 1.070 -0.848  C46 1.095
58 H 4.204 1.771 -2.376  C46 1.096
59 C -0.357 6.898 -4.294  C60 1.517, H68 1.095, H69 1.094, H70 1.094
60 C -1.690 7.412 -4.805  C59 1.517, O61 1.435, H71 1.095, H72 1.096
61 O -2.775 6.723 -4.166  C60 1.435, C62 1.372
62 C -3.134 7.183 -2.924  O61 1.372, O63 1.227, C64 1.529
63 O -2.585 8.122 -2.357  C62 1.227
64 C -4.328 6.395 -2.385  C62 1.529, F65 1.364, F66 1.364, F67 1.363
65 F -4.199 5.049 -2.568  C64 1.364
66 F -5.495 6.750 -2.995  C64 1.364
67 F -4.527 6.577 -1.049  C64 1.363
68 H -0.293 5.811 -4.413  C59 1.095
69 H 0.471 7.363 -4.835  C59 1.094
70 H -0.235 7.108 -3.227  C59 1.094
71 H -1.774 7.210 -5.878  C60 1.095
72 H -1.782 8.497 -4.673  C60 1.096
73 C 3.915 -6.242 -2.967  C74 1.517, H82 1.095, H83 1.094, H84 1.094
74 C 4.820 -6.674 -1.828  C73 1.517, O75 1.435, H85 1.095, H86 1.096
75 O 5.338 -7.991 -2.069  C74 1.435, C76 1.372
76 C 6.430 -8.068 -2.894  O75 1.372, O77 1.227, C78 1.529
77 O 6.961 -7.095 -3.420  C76 1.227
78 C 6.905 -9.516 -3.022  C76 1.529, F79 1.364, F80 1.364, F81 1.363
79 F 5.879 -10.393 -3.217  C78 1.364
80 F 7.560 -9.941 -1.904  C78 1.364
81 F 7.766 -9.705 -4.062  C78 1.363
82 H 3.124 -6.981 -3.133  C73 1.095
83 H 3.455 -5.273 -2.751  C73 1.094
84 H 4.473 -6.158 -3.905  C73 1.094
85 H 4.241 -6.725 -0.900  C74 1.095
86 H 5.632 -5.957 -1.663  C74 1.096
87 C 6.132 8.337 -2.043  C88 1.517, H96 1.095, H97 1.094, H98 1.094
88 C 4.670 8.612 -2.343  C87 1.517, O89 1.435, H99 1.095, H100 1.096
89 O 4.227 7.822 -3.457  C88 1.435, C90 1.372
90 C 3.871 6.528 -3.175  O89 1.372, O91 1.227, C92 1.529
91 O 3.916 6.034 -2.053  C90 1.227
92 C 3.374 5.822 -4.437  C90 1.529, F93 1.364, F94 1.364, F95 1.363
93 F 4.168 6.056 -5.521  C92 1.364
94 F 2.120 6.226 -4.791  C92 1.364
95 F 3.313 4.467 -4.300  C92 1.363
96 H 6.744 8.491 -2.938  C87 1.095
97 H 6.495 8.994 -1.248  C87 1.094
98 H 6.283 7.299 -1.731  C87 1.094
99 H 4.546 9.662 -2.629  C88 1.095
100 H 4.038 8.440 -1.464  C88 1.096
101 C 8.510 -0.829 2.399  C102 1.517, H110 1.095, H111 1.094, H112 1.094
102 C 7.478 -1.900 2.700  C101 1.517, O103 1.435, H113 1.095, H114 1.096
103 O 7.018 -1.789 4.056  C102 1.435, C104 1.372
104 C 6.039 -0.857 4.285  O103 1.372, O105 1.227, C106 1.529
105 O 5.560 -0.137 3.414  C104 1.227
106 C 5.609 -0.880 5.752  C104 1.529, F107 1.364, F108 1.364, F109 1.363
107 F 6.667 -0.938 6.612  C106 1.364
108 F 4.828 -1.960 6.041  C106 1.364
109 F 4.889 0.218 6.115  C106 1.363
110 H 9.329 -0.868 3.126  C101 1.095
111 H 8.922 -0.959 1.394  C101 1.094
112 H 8.072 0.172 2.467  C101 1.094
113 H 7.938 -2.889 2.601  C102 1.095
114 H 6.639 -1.862 1.996  C102 1.096
115 C 3.550 -2.717 8.526  C116 1.517, H124 1.095, H125 1.094, H126 1.094
116 C 2.995 -4.014 7.968  C115 1.517, O117 1.435, H127 1.095, H128 1.096
117 O 2.786 -4.967 9.021  C116 1.435, C118 1.372
118 C 1.619 -4.835 9.731  O117 1.372, O119 1.227, C120 1.529
119 O 0.780 -3.967 9.513  C118 1.227
120 C 1.503 -5.939 10.782  C118 1.529, F121 1.364, F122 1.364, F123 1.363
121 F 2.664 -6.137 11.470  C120 1.364
122 F 1.181 -7.143 10.228  C120 1.364
123 F 0.548 -5.684 11.720  C120 1.363
124 H 4.458 -2.905 9.108  C115 1.095
125 H 3.786 -2.018 7.718  C115 1.094
126 H 2.833 -2.238 9.200  C115 1.094
127 H 3.722 -4.457 7.279  C116 1.095
128 H 2.072 -3.849 7.400  C116 1.096
129 C -5.500 1.962 -7.623  C130 1.517, H138 1.095, H139 1.094, H140 1.094
130 C -6.344 0.863 -7.005  C129 1.517, O131 1.435, H141 1.095, H142 1.096
131 O -6.109 0.782 -5.591  C130 1.435, C132 1.372
132 C -6.799 1.676 -4.813  O131 1.372, O133 1.227, C134 1.529
133 O -7.578 2.513 -5.258  C132 1.227
134 C -6.493 1.446 -3.333  C132 1.529, F135 1.364, F136 1.364, F137 1.363
135 F -5.163 1.263 -3.090  C134 1.364
136 F -7.123 0.339 -2.845  C134 1.364
137 F -6.882 2.485 -2.540  C134 1.363
138 H -4.443 1.818 -7.381  C129 1.095
139 H -5.617 1.974 -8.711  C129 1.094
140 H -5.785 2.945 -7.234  C129 1.094
141 H -6.055 -0.104 -7.431  C130 1.095
142 H -7.410 1.003 -7.218  C130 1.096
143 C -5.385 -4.093 1.627  C144 1.517, H152 1.095, H153 1.094, H154 1.094
144 C -4.480 -4.526 2.766  C143 1.517, O145 1.435, H155 1.095, H156 1.096
145 O -3.962 -5.843 2.525  C144 1.435, C146 1.372
146 C -2.870 -5.920 1.700  O145 1.372, O147 1.227, C148 1.529
147 O -2.339 -4.946 1.174  C146 1.227
148 C -2.395 -7.367 1.572  C146 1.529, F149 1.364, F150 1.364, F151 1.363
149 F -3.421 -8.245 1.377  C148 1.364
150 F -1.740 -7.793 2.690  C148 1.364
151 F -1.534 -7.556 0.532  C148 1.363
152 H -6.176 -4.832 1.461  C143 1.095
153 H -5.845 -3.125 1.843  C143 1.094
154 H -4.827 -4.010 0.689  C143 1.094
155 H -5.059 -4.576 3.694  C144 1.095
156 H -3.668 -3.809 2.932  C144 1.096

Its structure (SMILES) is CC(=O)OCCCCCCCC[C@@H]1C(=O)N[C@H](Br)[C@@H]1S.CCOC(=O)C(F)(F)F.CCOC(=O)C(F)(F)F.CCOC(=O)C(F)(F)F.CCOC(=O)C(F)(F)F.CCOC(=O)C(F)(F)F.CCOC(=O)C(F)(F)F.CCOC(=O)C(F)(F)F.CCOC(=O)C(F)(F)F. The calculation puts the frontier orbital gap at 8.9 eV. As for the charge: 0. As for the multiplicity: 1.